Entry 1:
Here is C4H9N3O in the gas phase from the Open Molecules 2025 dataset. Energies are from ωB97M-V/def2-TZVPD.

Each line ends with the natural charge from an NBO analysis.
Element x y z (Å)
C  -1.81207  -0.65883  -1.39702  -0.261
N  -0.02354  -0.10497  1.36070  -0.496
C  -0.07079  0.30304  -0.11164  0.397
C  1.31491  0.68309  -0.15575  0.351
N  -0.14141  -1.46795  1.71857  -0.659
C  2.56105  1.04305  -0.17768  -0.552
O  -0.45603  -0.75043  -0.94311  -0.532
N  -0.48596  1.56594  -0.46531  -0.741
H  -0.66789  0.47222  1.90381  0.353
H  0.75189  -1.79389  2.07245  0.344
H  -0.36871  -1.99711  0.87688  0.359
H  -0.35276  2.26233  0.26079  0.355
H  -2.51821  -0.64930  -0.56148  0.175
H  -1.96152  0.24038  -1.99461  0.204
H  -1.96706  -1.54930  -2.00428  0.194
H  3.29342  0.58657  0.47512  0.256
H  2.90468  1.81517  -0.85744  0.253

Atoms 1-2, force components in eV/Å:
0.049 0.022 -0.028
-1.334 0.930 0.207

Calculated values
LUMO energy (alpha / beta): 0.3 / 0.3 eV

---

Entry 2:
Here is a molecular structure, C4H9N3O from the Open Molecules 2025 dataset. Energies are from ωB97M-V/def2-TZVPD.

Each line ends with the natural charge from an NBO analysis.
Element x y z (Å)
C  1.99117  -1.15456  -0.16246  -0.469
N  0.58736  -0.85663  -0.32270  -0.031
N  0.16802  -0.51996  -1.51716  -0.395
C  -1.17048  0.59704  -0.66730  0.670
N  -2.15849  -0.32210  -0.26702  -0.854
C  -0.06200  0.89049  0.60977  -0.306
C  -0.40765  1.05909  1.89378  -0.344
O  -1.48321  1.64221  -1.23720  -0.629
H  0.63542  0.22007  -2.05382  0.341
H  -2.90229  -0.38763  -0.94967  0.383
H  -1.76037  -1.22348  -0.03026  0.380
H  0.77073  1.48082  0.23307  0.189
H  2.65019  -0.50334  -0.74830  0.196
H  2.12532  -2.18595  -0.50232  0.244
H  2.23630  -1.12023  0.89754  0.224
H  -1.28922  0.58146  2.30241  0.202
H  0.06921  1.80271  2.52163  0.199

Atoms 1-2, force components in eV/Å:
0.528 0.748 0.258
-0.152 -1.856 -4.624

Calculated values
LUMO energy: -1.5 eV

---

Entry 3:
Here is a molecular structure, C4H9N3O from the Open Molecules 2025 dataset. Energies are from ωB97M-V/def2-TZVPD.

Each line ends with the natural charge from an NBO analysis.
Element x y z (Å)
C  2.69030  -0.85327  0.33379  -0.276
C  1.34293  1.15120  -0.11712  0.182
C  0.27919  0.66344  -0.81734  -0.202
C  -1.19717  -1.05237  -0.06674  0.273
H  3.85742  -1.05466  0.08948  0.204
H  2.43877  -1.48809  1.70816  0.117
H  1.72808  -1.39486  -0.48552  0.254
H  1.85822  2.11480  0.15283  0.222
H  -0.33692  1.36442  -1.11426  0.181
H  -1.25860  -2.19821  -0.09157  0.169
H  -3.49034  -1.23260  -0.21154  0.413
H  -2.72718  1.65380  -0.07082  0.334
H  -2.06203  0.98351  1.18849  0.344
N  -0.03296  -0.64919  -0.50720  -0.497
N  -2.58880  -0.47284  -0.01825  -0.548
N  -2.81955  0.82224  0.61919  -0.625
O  2.42377  0.48705  0.27288  -0.544

Atoms 1-2, force components in eV/Å:
-1.769 -4.701 -0.242
1.620 0.673 -1.116

Calculated values
LUMO energy: 0.5 eV

---

Entry 4:
Here is C4H9N3O2 in the gas phase from the Open Molecules 2025 dataset. Energies are from ωB97M-V/def2-TZVPD.

Each line ends with the natural charge from an NBO analysis.
Element x y z (Å)
O  -3.56892  0.14645  -0.76201  -0.449
N  -2.30760  0.33090  -0.93085  0.195
N  -1.67274  0.26324  0.24606  0.163
O  -2.28713  -0.46084  1.31918  -0.551
N  -0.24519  0.10267  0.41828  -0.287
C  0.46618  1.36306  0.24643  -0.216
C  1.93022  0.67804  -0.21061  -0.419
C  1.69642  -0.94610  -0.22713  -0.430
C  0.19675  -1.08991  -0.40243  -0.238
H  -3.23724  -0.41402  1.21084  0.498
H  -0.09815  1.93717  -0.49134  0.213
H  0.65180  1.76223  1.48167  0.209
H  2.43988  1.22791  -0.97207  0.225
H  2.54253  0.90816  0.68150  0.216
H  2.21398  -1.45384  -1.01136  0.224
H  1.96481  -1.57333  0.70091  0.226
H  -0.26166  -0.95472  -1.44559  0.191
H  -0.42393  -1.82706  0.14852  0.230

Atoms 1-2, force components in eV/Å:
3.400 0.268 -0.925
-2.800 -0.266 2.413

Calculated values
LUMO energy: 0.3 eV

---

Entry 5:
Here is 2 unconnected molecules or ions with the total composition C4H9N3O2S from the Open Molecules 2025 dataset. Energies are from ωB97M-V/def2-TZVPD.

Each line ends with the natural charge from an NBO analysis.
Element x y z (Å)
C  2.51512  0.65076  -0.51670  -0.406
C  1.69989  -1.39463  0.62879  0.669
C  -0.72594  -0.10013  -1.95969  -0.406
C  -1.66055  1.18529  1.45396  -0.828
N  1.38927  -2.32430  1.42915  -0.732
N  2.18752  -0.69363  -0.27788  -0.517
N  -0.95880  0.48985  -0.91812  -0.473
O  -1.43862  -1.37999  0.69681  -0.932
O  -3.30009  -0.09213  -0.28065  -0.881
S  -1.95976  -0.12622  0.24130  2.242
H  2.35941  1.40829  0.36306  0.174
H  1.94404  0.97226  -1.36794  0.200
H  3.54681  0.79805  -0.72847  0.211
H  -0.02207  0.22996  -2.75615  0.256
H  -1.28523  -0.94454  -2.31301  0.272
H  -0.57981  1.24762  1.47596  0.252
H  -2.26033  1.90004  1.02891  0.249
H  -1.88508  0.69831  2.36054  0.250
H  0.43422  -2.52489  1.44013  0.398

Atoms 1-2, force components in eV/Å:
-0.684 2.200 1.987
0.896 -0.352 -0.915

Calculated values
LUMO energy (alpha / beta): 0.5 / -3.7 eV
<S²>: 2.0054
Spin multiplicity: 3

---

Entry 6:
Here is a molecular structure, C4H9N3S from the Open Molecules 2025 dataset. Energies are from ωB97M-V/def2-TZVPD.

Each line ends with the natural charge from an NBO analysis.
Element x y z (Å)
C  0.89991  0.96238  -1.79993  -0.456
C  -1.27722  0.05330  -1.07972  -0.439
C  0.79684  -0.15095  0.45252  0.070
C  -0.01824  -0.90229  1.50188  0.399
H  1.26182  1.89911  -1.03272  0.245
H  0.13153  1.46237  -2.64730  0.221
H  1.71060  0.21854  -2.37099  0.247
H  -1.45194  -1.01820  -1.55038  0.235
H  -1.42997  0.93386  -1.93044  0.216
H  -1.98860  0.53188  0.02663  0.241
H  0.65870  0.71062  2.75772  0.427
H  -0.51435  -0.33112  3.35045  0.388
H  -0.61411  -2.53926  0.38017  0.363
N  0.23203  0.11337  -0.73810  -0.440
N  -0.05317  -0.03027  2.55274  -0.805
N  -0.75993  -1.96379  1.31371  -0.729
S  2.41610  0.05047  0.81374  -0.184

Atoms 1-2, force components in eV/Å:
1.130 0.961 0.515
-0.612 1.846 1.136

Calculated values
LUMO energy: 0.4 eV

---

Entry 7:
Here is 3 unconnected molecules or ions with the total composition C4H9N3S from the Open Molecules 2025 dataset. Energies are from ωB97M-V/def2-TZVPD.

Each line ends with the natural charge from an NBO analysis.
Element x y z (Å)
C  1.72639  -0.69016  1.52266  -0.484
C  0.48258  0.35365  -0.43263  0.295
C  -0.89091  0.83000  -2.55743  -0.763
C  -1.36594  -0.20529  0.95155  0.250
H  2.40221  0.20157  2.51866  0.216
H  0.33961  -1.10854  1.90197  0.284
H  2.48095  -1.65762  1.06937  0.235
H  2.39489  0.41872  -0.18787  0.390
H  -0.92349  0.94875  -3.69638  0.238
H  -1.02791  1.77045  -2.02259  0.214
H  -1.45971  0.06469  -1.79533  0.318
H  -1.44573  0.82884  1.63165  0.147
H  -2.35951  -1.21651  2.00198  0.318
N  1.60666  0.11521  0.23004  -0.618
N  -0.77830  0.01754  -0.19909  -0.614
N  -2.07243  -1.32096  1.08983  -0.674
S  0.89065  0.64968  -2.02639  0.249

Atoms 1-2, force components in eV/Å:
0.169 0.012 -0.077
-2.674 -2.321 0.523

Calculated values
LUMO energy: 0.3 eV

---

Entry 8:
Here is C4H9N3S in the gas phase from the Open Molecules 2025 dataset. Energies are from ωB97M-V/def2-TZVPD.

Each line ends with the natural charge from an NBO analysis.
Element x y z (Å)
H  -1.56508  -0.00760  1.63660  0.354
N  -2.26320  0.33678  0.89418  -0.648
C  -1.82922  0.52314  -0.25497  0.283
N  -0.46227  0.35740  -0.67894  -0.310
C  -0.10509  0.65985  -2.02206  -0.092
S  1.42862  0.54293  -2.59712  -0.043
N  0.57644  -0.14939  0.07138  -0.300
C  0.73407  -1.55328  0.25698  -0.419
C  1.04938  0.68958  1.16073  -0.396
H  -2.47036  0.78495  -1.16858  0.180
H  -0.95252  1.20890  -2.53980  0.201
H  0.68509  -2.12121  -0.70189  0.222
H  -0.01760  -1.97345  1.01217  0.163
H  1.74898  -1.84978  0.69724  0.217
H  1.98177  0.29261  1.51939  0.210
H  0.30508  0.58367  1.96376  0.161
H  1.15590  1.67489  0.75093  0.217

Atoms 1-2, force components in eV/Å:
-1.161 0.803 -1.824
0.164 -0.734 2.060

Calculated values
LUMO energy: 0.2 eV

---

Electronic energy values, unit eV, following the record order: -10805.614, -10806.087, -10803.276, -12852.266, -23687.257, -19595.442, -19592.747, -19596.958.
Energy above the lowest of the compared OMol25 structures with the same formula, charge and spin values, unit kJ/mol, following the record order: 660.70, 615.12, 886.31, 739.26, 26.47, 404.66, 664.73, 258.45.